The following is a DFT calculation (ωB97M-V/def2-TZVPD) of a 8-piece molecular cluster, C36H42F10N11O20S10 overall at a distorted geometry.

Geometry as ORCA input:
```
! wB97M-V def2-TZVPD RIJCOSX def2/J DEFGRID3
* xyz 1 1
C 6.030 -8.151 7.125
N 5.456 -6.822 6.781
C 5.891 -5.715 7.366
C 5.531 -4.470 6.777
C 4.705 -4.359 5.642
C 4.265 -5.570 5.097
C 4.673 -6.777 5.671
C 4.222 -3.093 5.087
C 3.965 -1.957 5.905
C 3.701 -0.729 5.338
N 3.570 -0.597 4.003
C 3.695 -1.647 3.157
C 4.042 -2.915 3.681
C 3.289 0.771 3.478
H 5.292 -8.930 7.315
H 6.662 -7.924 7.983
H 6.686 -8.500 6.327
H 6.589 -5.815 8.185
H 5.957 -3.547 7.143
H 3.603 -5.619 4.244
H 4.571 -7.750 5.214
H 4.126 -2.079 6.966
H 3.586 0.189 5.896
H 3.389 -1.495 2.132
H 4.224 -3.716 2.980
H 3.047 1.399 4.336
H 2.636 0.698 2.608
H 4.206 1.128 3.008
C 4.237 1.426 -3.683
N 4.290 2.919 -3.523
C 3.568 3.605 -4.482
C 3.611 5.003 -4.548
C 4.378 5.774 -3.643
C 5.045 5.080 -2.647
C 5.060 3.620 -2.644
C 4.404 7.260 -3.745
C 4.805 7.991 -4.924
C 5.128 9.330 -4.902
N 4.937 10.000 -3.751
C 4.403 9.369 -2.665
C 4.113 7.979 -2.630
C 5.267 11.477 -3.691
H 4.775 1.134 -4.585
H 3.208 1.066 -3.714
H 4.854 1.051 -2.867
H 3.080 2.930 -5.170
H 3.142 5.565 -5.342
H 5.792 5.592 -2.058
H 5.798 3.089 -2.062
H 5.097 7.499 -5.840
H 5.439 9.860 -5.790
H 4.142 9.946 -1.789
H 3.860 7.530 -1.681
H 4.661 11.967 -4.453
H 6.323 11.485 -3.960
H 4.990 11.803 -2.688
C -3.062 2.983 3.282
N -2.712 1.678 3.876
C -2.038 1.768 5.084
C -1.719 0.618 5.832
C -2.243 -0.611 5.410
C -2.967 -0.661 4.283
C -3.213 0.467 3.510
C -1.871 -1.834 6.166
C -1.586 -2.998 5.474
C -1.060 -4.140 6.135
N -0.997 -4.169 7.520
C -1.334 -3.079 8.248
C -1.748 -1.860 7.581
C -0.451 -5.285 8.182
H -3.587 2.919 2.329
H -2.140 3.487 2.991
H -3.715 3.588 3.911
H -1.799 2.731 5.509
H -1.195 0.758 6.766
H -3.402 -1.563 3.878
H -3.786 0.432 2.595
H -1.598 -3.068 4.396
H -0.754 -5.045 5.631
H -1.129 -2.987 9.304
H -1.902 -1.023 8.246
H 0.073 -5.996 7.543
H -1.285 -5.772 8.688
H 0.329 -4.940 8.862
N -9.866 0.209 -1.233
S -9.050 1.631 -1.391
O -8.716 1.966 -2.779
O -8.074 1.986 -0.340
F -10.283 2.588 -1.065
S -8.670 -0.671 -1.457
O -7.843 -0.831 -0.285
O -8.094 -0.731 -2.812
F -9.537 -2.060 -1.429
N -4.370 6.877 -7.027
S -6.012 7.417 -6.824
O -6.169 8.445 -5.830
O -7.113 6.443 -7.074
F -5.996 8.245 -8.267
S -4.442 5.830 -5.949
O -4.969 4.570 -6.371
O -4.705 6.220 -4.551
F -2.872 5.451 -5.913
N -5.691 -8.773 -3.183
S -4.854 -7.752 -3.893
O -5.310 -6.365 -3.759
O -4.152 -8.117 -5.104
F -3.724 -7.778 -2.789
S -6.933 -8.706 -4.324
O -6.909 -9.655 -5.401
O -7.613 -7.410 -4.488
F -8.022 -9.347 -3.345
N -0.840 -0.761 -1.341
S -1.479 -2.081 -1.428
O -1.278 -2.847 -2.666
O -2.676 -2.167 -0.646
F -0.318 -2.846 -0.569
S -1.898 -0.083 -2.451
O -3.273 0.113 -2.056
O -1.512 -0.182 -3.864
F -1.266 1.346 -2.141
N -0.791 -3.324 -10.011
S -0.653 -3.562 -8.551
O -1.853 -3.501 -7.724
O 0.618 -3.062 -8.002
F -0.366 -5.148 -8.714
S -1.303 -1.705 -9.832
O -0.485 -0.722 -9.107
O -2.800 -1.514 -9.834
F -0.958 -1.389 -11.380
*
```

Summary:
energy above the lowest of the compared OMol25 structures with the same formula, charge and spin: 500.4 kcal per mole
HOMO-LUMO gap: 0.036 hartree
E_LUMO: -7.002 eV
HOMO level: -7.9871 eV

Results of the Mulliken charge analysis, in e, for atoms 1 through 99:
1. C -0.890
2. N -0.029
3. C -0.081
4. C -0.862
5. C 0.993
6. C -0.799
7. C -0.537
8. C 0.808
9. C -1.045
10. C -0.062
11. N 0.038
12. C -0.385
13. C -0.849
14. C -0.894
15. H 0.335
16. H 0.260
17. H 0.399
18. H 0.352
19. H 0.479
20. H 0.451
21. H 0.484
22. H 0.513
23. H 0.365
24. H 0.427
25. H 0.439
26. H 0.212
27. H 0.355
28. H 0.376
29. C -0.883
30. N -0.018
31. C -0.490
32. C -0.572
33. C 0.887
34. C -0.718
35. C -0.087
36. C 0.468
37. C -0.525
38. C -0.313
39. N -0.016
40. C 0.024
41. C -0.719
42. C -0.798
43. H 0.396
44. H 0.436
45. H 0.246
46. H 0.579
47. H 0.493
48. H 0.447
49. H 0.413
50. H 0.448
51. H 0.477
52. H 0.373
53. H 0.468
54. H 0.362
55. H 0.369
56. H 0.251
57. C -0.984
58. N 0.114
59. C -0.516
60. C -0.776
61. C 1.113
62. C -0.773
63. C -0.399
64. C 0.886
65. C -0.805
66. C -0.384
67. N 0.111
68. C -0.273
69. C -0.681
70. C -1.025
71. H 0.381
72. H 0.371
73. H 0.372
74. H 0.463
75. H 0.437
76. H 0.569
77. H 0.616
78. H 0.547
79. H 0.480
80. H 0.388
81. H 0.441
82. H 0.331
83. H 0.355
84. H 0.389
85. N -0.206
86. S 1.104
87. O -0.497
88. O -0.557
89. F -0.255
90. S 1.098
91. O -0.527
92. O -0.484
93. F -0.311
94. N -0.238
95. S 1.100
96. O -0.534
97. O -0.517
98. F -0.298
99. S 1.041